(1)
12
Properties=species:S:1:pos:R:3:nbo_charge:R:1 method="wB97M-V/def2-TZVPD" gap_ev=9.85 smiles="O=C=C[C@H]1CO1.[H][H]" e_above_lowest_kcal_mol=81.33 homo_energy_ha=-0.3321
O 2.32533 0.00790 1.49780 -0.452
C 1.46144 -0.01824 0.71399 0.740
C 0.43363 -0.06229 -0.10791 -0.586
C -0.91970 -0.24489 0.47349 0.058
C -2.06592 0.54180 0.02261 -0.112
O -1.90272 -0.81950 -0.36668 -0.482
H 0.57209 0.08301 -1.17297 0.275
H -0.92261 -0.61751 1.49866 0.191
H -2.88479 0.74122 0.71234 0.184
H -1.92309 1.27388 -0.77179 0.182
H 3.09559 -0.12176 -1.22379 0.000
H 2.73075 -0.76363 -1.27575 0.004


(2)
88
Properties=species:S:1:pos:R:3:lowdin_charge:R:1 method="wB97M-V/def2-TZVPD" gap_ev=8.07 smiles="CC1(C)CCCC(C)(C)N1O.NC(N)=O.NC(N)=O.NC(N)=O.NC(N)=O.NC(N)=O.O.O.O.O.O.O" e_above_lowest_kcal_mol=0.00 homo_energy_ha=-0.3102
C -4.03360 9.12843 11.40195 -0.031
C -3.67109 10.41969 12.13267 -0.517
C -4.50535 11.61466 11.64641 -0.012
C -3.97704 10.17316 13.62852 -0.142
C -3.38220 11.23928 14.52919 -0.179
C -1.87281 11.23258 14.36978 -0.126
C -1.41018 11.39395 12.90086 -0.515
C -1.31584 12.89201 12.53591 -0.022
C 0.02773 10.87149 12.89671 -0.046
N -2.23957 10.63250 11.99799 -0.113
O -1.79546 10.70251 10.66734 0.002
H -3.23953 8.39970 11.56848 0.093
H -4.95656 8.67526 11.77115 0.075
H -4.11838 9.26895 10.32188 0.083
H -5.57605 11.41373 11.61261 0.080
H -4.39344 12.47604 12.30769 0.066
H -4.10892 11.96255 10.68850 0.080
H -5.06945 10.24141 13.70817 0.083
H -3.71311 9.14591 13.88832 0.117
H -3.77743 12.22149 14.25886 0.097
H -3.66542 11.04980 15.56847 0.109
H -1.47407 10.28521 14.73774 0.117
H -1.45267 12.04684 14.95952 0.121
H -0.89550 13.44164 13.37627 0.084
H -2.29850 13.32494 12.32455 0.074
H -0.72190 13.04133 11.63458 0.080
H 0.12913 9.83005 13.20690 0.084
H 0.67518 11.44882 13.56040 0.089
H 0.46183 10.96937 11.89701 0.081
H -2.32839 11.37090 10.20981 0.089
N -4.70651 14.67540 17.00537 0.153
C -5.62648 15.60586 17.43503 -0.684
N -6.23592 15.32461 18.62526 0.165
O -5.91608 16.57869 16.73862 -0.001
H -4.37162 13.95990 17.62981 0.064
H -4.37010 14.94522 16.09710 0.098
H -5.92276 14.55175 19.19518 0.074
H -6.72331 16.09269 19.04774 0.107
N -6.56670 11.13040 16.14727 0.186
C -7.05953 10.44225 17.20279 -0.582
N -7.76893 9.30903 16.92668 0.198
O -6.84034 10.77137 18.37700 -0.031
H -6.17970 12.03647 16.35248 0.102
H -6.66110 10.72157 15.22715 0.052
H -8.35372 8.95408 17.67013 0.067
H -8.00309 9.13350 15.96476 0.080
N -9.38030 14.73260 14.80312 0.177
C -8.68936 13.69670 15.38234 -0.647
N -8.72855 12.51548 14.68228 0.163
O -8.13056 13.83093 16.45217 0.015
H -9.37264 15.58127 15.33716 0.113
H -9.73585 14.69804 13.86830 0.095
H -9.14964 12.55543 13.77245 0.099
H -8.22293 11.69893 14.96896 0.039
N -6.38379 11.53360 23.36039 0.151
C -6.03469 11.13030 22.09257 -0.637
N -7.06490 10.65008 21.32282 0.172
O -4.88796 11.23649 21.67260 0.012
H -7.27355 11.34567 23.77544 0.091
H -5.56029 11.76121 23.88976 0.103
H -6.98519 10.51802 20.32683 0.056
H -7.97701 10.91652 21.65508 0.095
N -4.02136 5.21090 16.93877 0.145
C -5.00269 6.13791 17.19994 -0.670
N -4.90834 7.31639 16.50436 0.159
O -5.95112 5.86853 17.92114 0.016
H -4.13052 4.34242 17.42684 0.100
H -3.28539 5.35042 16.27573 0.089
H -4.04179 7.53719 16.05130 0.083
H -5.70799 7.91533 16.43764 0.066
O -8.24531 12.98914 19.11767 -0.087
H -7.89735 12.12887 18.84943 -0.032
H -8.12817 13.52063 18.31646 -0.018
O -10.15029 6.29418 17.07533 -0.060
H -9.75775 6.84904 17.76081 -0.017
H -10.96035 6.75315 16.83490 0.034
O -9.23571 8.18006 19.24089 -0.047
H -9.41556 8.62437 20.07584 0.063
H -8.66987 7.43344 19.48318 0.076
O -4.76199 12.50301 19.19622 -0.078
H -5.50972 11.91946 18.97851 -0.005
H -4.55869 12.28955 20.12222 0.014
O -6.19331 13.81665 14.42270 -0.056
H -6.31694 14.17044 15.31548 0.003
H -6.20502 12.86452 14.53786 -0.008
O -7.64901 9.69419 13.76655 -0.048
H -7.48073 10.15060 12.93387 0.056
H -7.58645 8.75686 13.54694 0.073


(3)
67
Properties=species:S:1:pos:R:3:nbo_charge:R:1 method="wB97M-V/def2-TZVPD" gap_ev="5.57 / 5.58" e_above_lowest_kcal_mol=49.99 homo_energy_ha="-0.4105 / -0.4097" charge=+1
Pd 1.00829 -1.48554 0.29662 0.430
S 1.02761 -1.54969 2.55664 0.084
C 0.22010 -3.10612 2.48710 -0.264
S 0.11571 -3.67899 0.86777 0.022
C -0.37117 -3.64078 3.57842 -0.337
C -1.09616 -4.87494 3.47668 0.255
N -1.69780 -5.84928 3.37667 -0.232
C -0.35273 -2.91868 4.81999 0.260
N -0.36023 -2.29555 5.78747 -0.256
F 3.32617 -3.18936 0.80658 -0.468
B 2.92154 -1.97019 0.66736 1.265
F 3.72963 -0.96660 0.55471 -0.476
C 0.87073 -2.83155 -4.93416 -0.590
C 1.79832 -1.76663 -4.33016 -0.165
C 3.27202 -2.17158 -4.48632 -0.591
C 1.53775 -0.38894 -4.95762 -0.590
C 1.50540 -1.66759 -2.88649 0.531
N 1.27657 -1.58526 -1.76712 -0.510
H 1.08591 -2.90770 -5.99958 0.235
H -0.17790 -2.55993 -4.81334 0.224
H 1.03704 -3.80759 -4.47864 0.229
H 3.49827 -2.23625 -5.55030 0.236
H 3.46571 -3.14448 -4.03445 0.228
H 3.93739 -1.43301 -4.03799 0.224
H 1.74609 -0.45361 -6.02517 0.237
H 2.18717 0.37394 -4.52641 0.224
H 0.49850 -0.08489 -4.82866 0.222
C -1.66811 0.65279 -1.85949 -0.643
C -0.88237 1.70388 -1.07195 -0.329
C -1.67433 3.01095 -1.02376 -0.646
C 0.47507 1.94894 -1.72678 -0.637
Sb -0.49081 0.84221 0.92118 1.372
C -2.38505 0.33858 1.91334 -0.305
C -2.15125 0.16210 3.40910 -0.642
C -2.88194 -0.97436 1.31293 -0.644
C -3.38326 1.46089 1.64977 -0.645
C 0.75757 2.25965 2.04838 -0.326
C 0.41623 3.69438 1.64857 -0.640
C 0.54834 2.09922 3.55293 -0.639
C 2.20694 1.95500 1.68004 -0.638
H -1.77311 0.99661 -2.89476 0.224
H -2.67432 0.51413 -1.46403 0.218
H -1.16978 -0.31828 -1.88263 0.207
H -1.83614 3.34344 -2.05555 0.225
H -1.14562 3.80687 -0.50910 0.220
H -2.65357 2.89611 -0.56716 0.217
H 0.30886 2.26953 -2.76161 0.224
H 1.09463 1.05384 -1.75310 0.207
H 1.03610 2.74008 -1.23047 0.216
H -1.34837 -0.54210 3.63544 0.221
H -3.07182 -0.24117 3.84405 0.234
H -1.93842 1.10206 3.91150 0.219
H -2.21114 -1.80267 1.52638 0.219
H -3.02607 -0.92061 0.23307 0.212
H -3.85205 -1.21052 1.76311 0.235
H -3.02314 2.43720 1.98295 0.211
H -4.29406 1.23705 2.21507 0.238
H -3.66397 1.52521 0.59983 0.211
H -0.63475 3.93505 1.81652 0.211
H 0.66497 3.90906 0.61123 0.209
H 1.00907 4.37459 2.27026 0.233
H -0.42435 2.47382 3.86752 0.214
H 1.30706 2.70150 4.06453 0.230
H 0.65505 1.07293 3.89958 0.223
H 2.38752 1.99255 0.60463 0.214
H 2.53178 0.98298 2.04835 0.211
H 2.84871 2.70732 2.15056 0.233


(4)
12
Properties=species:S:1:pos:R:3:nbo_charge:R:1 method="wB97M-V/def2-TZVPD" gap_ev=11.13 e_above_lowest_kcal_mol=81.44 homo_energy_ha=-0.5814 charge=+1
C -0.08271 0.21972 -1.73403 1.145
C 0.89225 1.62949 1.28517 0.060
C -0.58375 -1.84412 -0.19146 -0.184
N 0.07258 1.40408 0.26954 -0.672
O 0.02729 0.87729 -2.61026 -0.310
O -0.39681 -0.83578 -1.25646 -0.439
H 1.77039 2.24311 1.10551 0.188
H 0.79066 1.37136 2.26767 0.178
H 0.04699 -1.56891 0.66790 0.230
H -0.32787 -2.75350 -0.70241 0.247
H -1.52095 -1.86917 0.12248 0.218
H -0.68808 1.12643 0.77636 0.338


(5)
17
Properties=species:S:1:pos:R:3:nbo_charge:R:1 method="wB97M-V/def2-TZVPD" gap_ev=10.67 smiles=NCCCCO e_above_lowest_kcal_mol=41.69 homo_energy_ha=-0.3572
N 2.31733 -0.37271 0.27286 -0.831
C 0.99000 -0.96130 0.74293 -0.218
C -0.09719 0.03402 1.06771 -0.409
C -0.61952 0.81546 -0.12219 -0.437
C -1.10871 -0.09930 -1.17058 -0.076
O -2.26182 0.40899 -1.98944 -0.728
H 2.93138 -0.44806 1.06998 0.348
H 2.26518 0.69591 0.21303 0.343
H 1.21503 -1.54373 1.62715 0.196
H 0.57826 -1.60964 -0.12370 0.180
H -1.01834 -0.53536 1.47537 0.210
H 0.35041 0.72903 1.71796 0.205
H -1.43977 1.52039 0.07011 0.208
H 0.16904 1.51197 -0.53115 0.203
H -0.42654 -0.34357 -1.99204 0.189
H -1.32578 -1.06050 -0.74969 0.164
H -2.51894 1.25839 -1.57830 0.455


(6)
114
Properties=species:S:1:pos:R:3:lowdin_charge:R:1 method="wB97M-V/def2-TZVPD" gap_ev=8.61 homo_energy_ha=-0.3344
C 1.63895 2.17106 4.65609 -0.077
C 1.98124 1.31471 3.31714 -0.202
O 1.49040 2.04496 2.14005 -0.020
B 1.38830 1.16915 1.00407 -0.561
O 2.43356 0.13602 1.02788 0.057
C 0.32109 1.35443 -0.25943 -0.329
C 0.53114 0.01690 -1.11463 -0.257
C 0.21094 -1.40273 -0.48576 -0.237
C 0.79304 -2.56960 -1.46681 -0.143
C 0.31084 -4.00290 -0.90287 -0.248
O 1.32671 -4.67276 -0.11143 -0.112
C -1.13803 1.54324 0.41974 -0.765
Br -2.37334 0.83795 -1.03750 0.798
Br -1.51285 0.15804 1.86647 0.835
C -1.58095 2.92349 1.07772 -0.446
C -1.45869 3.08206 2.70238 -0.194
C -2.81330 2.89721 3.53900 -0.136
C -3.11489 3.40289 0.86668 -0.507
Cl -4.60186 2.29973 0.83055 0.593
C -3.50876 4.77980 0.76354 -0.596
C -5.04631 5.25410 0.56816 -0.149
Cl -2.37074 6.19174 0.89269 0.657
O -0.57860 3.90597 0.67021 -0.287
S -0.29389 4.01409 -0.93541 0.689
O 0.30848 5.32785 -1.42352 -0.312
O -1.53985 3.90751 -1.75529 -0.314
C 0.91129 2.56482 -1.15814 -0.477
C 2.37784 3.08684 -0.69068 -0.131
C 2.57904 4.31883 0.28048 0.040
C 4.00993 4.77353 0.74009 0.007
C 5.16579 3.93190 0.13421 -0.110
N 5.04868 2.81393 -0.72423 0.012
C 3.72678 2.44328 -1.09601 -0.098
P 0.88692 2.50301 -3.05813 0.763
O -0.63461 1.91612 -3.67605 -0.390
Cl 2.18095 1.00154 -3.89912 0.225
H 1.24976 3.21865 4.42606 0.070
H 2.56663 2.18241 5.34592 0.086
H 0.81561 1.62789 5.24135 0.075
H 3.13058 1.22473 3.29925 0.131
H 1.47486 0.29748 3.46253 0.126
H 3.29818 0.60463 0.91194 0.115
H 0.05221 -0.00860 -2.15391 0.075
H 1.66668 -0.01613 -1.35791 0.099
H 0.65117 -1.63208 0.53894 0.112
H -0.91737 -1.60449 -0.42260 0.064
H 0.45488 -2.40945 -2.56025 0.121
H 1.94461 -2.53830 -1.37102 0.125
H 0.08438 -4.66390 -1.81533 0.102
H -0.61947 -3.91010 -0.23434 0.126
H 0.88659 -5.18471 0.60997 0.078
H -0.67454 2.46247 3.21603 0.067
H -1.15869 4.18226 2.92693 0.135
H -2.49739 2.78958 4.64859 0.068
H -3.37105 1.92791 3.30359 0.037
H -3.50132 3.82619 3.53664 0.095
H -5.03673 6.28740 0.04235 0.077
H -5.54036 5.44677 1.58410 0.089
H -5.64335 4.58384 -0.12805 0.057
H 1.71298 4.90366 0.72365 0.099
H 4.11755 5.64638 1.45627 0.097
H 6.23082 4.23272 0.46191 0.109
H 3.69878 1.49584 -1.75461 0.075
H -0.48816 1.46679 -4.53657 0.046
C 6.18066 1.89415 -3.86941 -0.086
C 6.56400 0.65495 -4.60988 -0.325
O 6.77254 1.11715 -5.92830 0.138
C 7.17744 2.41335 -5.79809 -0.530
O 7.69980 3.04460 -6.66900 0.170
O 6.91976 2.89841 -4.54990 0.078
F 5.54454 -0.23828 -4.62126 0.062
H 5.11209 2.11688 -3.94360 0.118
H 6.45696 1.85094 -2.81461 0.125
H 7.47447 0.17385 -4.24052 0.176
C -2.84986 -8.11046 -0.65621 -0.067
C -2.72523 -6.65373 -0.95110 -0.322
O -2.15388 -6.12915 0.23019 0.128
C -1.41301 -7.14652 0.75160 -0.526
O -0.57422 -7.00204 1.59604 0.157
O -1.73456 -8.34560 0.19119 0.082
F -3.94425 -6.08881 -1.12720 0.079
H -3.77154 -8.35582 -0.12057 0.148
H -2.79427 -8.72265 -1.55722 0.137
H -2.08159 -6.42196 -1.80399 0.159
C -1.96772 2.78816 8.21014 -0.062
C -1.67648 4.12056 8.82360 -0.323
O -0.69195 4.66214 7.96681 0.147
C -0.93760 4.11893 6.74188 -0.523
O -0.48535 4.53978 5.71747 0.161
O -1.76816 3.04093 6.82645 0.045
F -1.14231 3.98054 10.05989 0.080
H -1.27337 2.01078 8.54122 0.150
H -2.98765 2.45350 8.40509 0.145
H -2.53731 4.79422 8.86627 0.177
C -5.79026 -1.05139 -3.13382 -0.063
C -6.18295 -2.27569 -2.37010 -0.321
O -5.01721 -3.07255 -2.41595 0.141
C -3.97981 -2.19370 -2.49895 -0.536
O -2.83719 -2.48049 -2.28815 0.152
O -4.40383 -0.94421 -2.84454 0.025
F -7.18387 -2.93961 -2.99625 0.078
H -5.92838 -1.16472 -4.21280 0.149
H -6.32989 -0.16277 -2.80290 0.146
H -6.45851 -2.08717 -1.32838 0.178
C 2.17188 -6.93148 -2.87514 -0.060
C 2.17455 -7.23381 -4.33880 -0.320
O 1.06950 -8.10215 -4.49105 0.147
C 0.19376 -7.75058 -3.51004 -0.515
O -0.95994 -8.07860 -3.49137 0.160
O 0.78751 -6.97524 -2.55804 0.052
F 3.29818 -7.89945 -4.69603 0.081
H 2.70263 -7.68555 -2.28749 0.153
H 2.59480 -5.95114 -2.65081 0.145
H 2.04394 -6.35712 -4.97990 0.178


Max |F|, respectively: 0.019, 0.028, 0.024, 0.109, 0.068, 0.134 Eh/bohr.